66
Properties=species:S:1:pos:R:3:lowdin_charge:R:1 method="wB97M-V/def2-TZVPD" smiles="C[C@H]1C[C@@H](S(=O)(=O)F)C(=O)O1.CNC(C)=O.CNC(C)=O.CNC(C)=O.CNC(C)=O" total_charge=0 homo_lumo_gap_ev=9.11 e_above_lowest_kcal_mol=0.0 lumo_ev=-0.1
C 3.697 0.556 2.657 -0.036
C 3.317 1.820 1.737 -0.270
C 2.126 1.325 0.739 -0.096
C 0.871 1.405 1.749 -0.199
S -0.136 -0.115 2.053 0.819
O -1.129 0.225 3.140 -0.312
O -0.825 -0.442 0.755 -0.333
F 0.743 -1.466 2.483 -0.204
C 1.425 2.232 3.008 -0.362
O 1.015 2.356 4.168 0.125
O 2.620 2.848 2.530 -0.030
H 2.806 -0.106 2.923 0.081
H 4.404 -0.095 2.031 0.081
H 4.155 0.910 3.641 0.100
H 4.238 2.259 1.209 0.158
H 2.032 2.024 -0.167 0.129
H 2.458 0.290 0.393 0.094
H 0.100 2.085 1.223 0.164
C 5.266 0.069 -1.410 -0.009
C 4.610 -1.204 -0.948 -0.538
O 3.908 -1.250 0.055 -0.001
N 4.816 -2.328 -1.684 0.012
C 5.606 -2.475 -2.889 -0.074
H 5.011 0.879 -0.727 0.073
H 6.352 -0.050 -1.415 0.089
H 4.908 0.333 -2.406 0.076
H 4.346 -3.143 -1.315 0.142
H 4.952 -2.837 -3.685 0.082
H 6.384 -3.218 -2.701 0.084
H 6.066 -1.539 -3.196 0.076
C 1.040 -1.249 -2.821 0.008
C 1.665 0.110 -2.984 -0.515
O 2.478 0.553 -2.178 0.006
N 1.304 0.851 -4.064 0.011
C 0.368 0.502 -5.114 -0.068
H 1.425 -1.719 -1.915 0.084
H -0.044 -1.154 -2.727 0.082
H 1.292 -1.883 -3.674 0.087
H 1.763 1.750 -4.108 0.141
H 0.899 0.528 -6.069 0.083
H -0.427 1.251 -5.128 0.088
H -0.066 -0.483 -4.969 0.077
C -2.959 0.942 -1.342 -0.013
C -3.764 1.882 -2.198 -0.553
O -3.657 1.906 -3.419 0.011
N -4.633 2.722 -1.574 0.001
C -4.897 2.840 -0.154 -0.071
H -2.313 0.336 -1.978 0.073
H -2.331 1.509 -0.652 0.074
H -3.624 0.276 -0.789 0.091
H -5.138 3.323 -2.209 0.139
H -5.957 2.640 0.015 0.086
H -4.674 3.865 0.152 0.081
H -4.301 2.148 0.435 0.075
C -6.417 -1.876 4.258 -0.015
C -5.537 -1.411 3.128 -0.555
O -5.948 -0.664 2.248 0.015
N -4.249 -1.846 3.105 0.009
C -3.588 -2.722 4.044 -0.076
H -7.413 -1.448 4.142 0.083
H -6.504 -2.964 4.242 0.083
H -6.006 -1.543 5.214 0.085
H -3.720 -1.493 2.320 0.133
H -2.734 -2.185 4.465 0.080
H -3.229 -3.598 3.498 0.084
H -4.245 -3.043 4.849 0.073

***

100
Properties=species:S:1:pos:R:3:lowdin_charge:R:1 method="wB97M-V/def2-TZVPD" total_charge=+1 homo_lumo_gap_ev=7.34 lumo_ev=-3.7
C 3.187 2.587 1.369 -0.113
C 2.034 1.903 0.480 -0.256
C 1.983 0.293 0.594 -0.179
C 0.519 -0.222 0.175 -0.218
N -0.355 -0.579 1.342 0.012
C -1.698 -0.868 0.773 -0.301
N -1.713 -2.320 0.377 0.117
C -3.020 -2.625 -0.213 -0.225
N -3.092 -3.769 -0.924 0.103
C -1.888 -4.668 -1.111 -0.130
C -0.798 -4.014 -2.133 -0.184
C 0.728 -4.402 -1.759 -0.180
C 1.477 -4.816 -3.127 -0.214
C 2.358 -3.651 -3.790 -0.155
C 1.535 -2.345 -4.222 -0.165
O 2.237 -1.188 -3.674 -0.074
C 1.743 0.028 -4.228 -0.391
C 1.425 1.249 -3.218 0.016
O 1.550 0.246 -5.446 0.056
N -4.239 -1.824 -0.152 -0.209
P -4.627 -1.016 -1.682 0.795
C -5.168 -2.285 -3.028 -0.263
O -3.222 -0.285 -2.392 -0.324
C -4.300 -0.886 1.027 -0.641
Br -5.062 0.858 0.312 0.796
C -5.362 -1.483 2.107 -0.144
C -6.841 -0.968 1.763 -0.830
O -7.372 -0.075 2.470 -0.049
I -7.933 -1.796 0.075 0.825
C -2.920 -0.651 1.795 -0.194
C -2.748 0.812 2.451 -0.204
O -1.885 0.691 3.605 -0.189
C -0.801 1.651 3.597 -0.223
C 0.507 0.854 4.165 -0.073
H 4.191 2.126 1.053 0.087
H 2.994 2.475 2.494 0.058
H 3.221 3.694 1.056 0.078
H 0.975 2.292 0.724 0.099
H 2.243 2.177 -0.617 0.079
H 2.722 -0.119 -0.191 0.114
H 2.345 -0.098 1.610 0.100
H 0.587 -1.154 -0.495 0.104
H 0.028 0.624 -0.436 0.118
H 0.009 -1.398 1.848 0.131
H -1.927 -0.262 -0.167 0.148
H -1.697 -2.853 1.277 0.161
H -3.959 -4.090 -1.373 0.140
H -2.256 -5.623 -1.648 0.142
H -1.433 -5.004 -0.123 0.125
H -1.077 -4.215 -3.220 0.109
H -0.867 -2.866 -1.991 0.089
H 1.271 -3.465 -1.354 0.111
H 0.813 -5.190 -0.931 0.113
H 0.708 -5.235 -3.883 0.114
H 2.168 -5.703 -2.881 0.115
H 2.852 -4.112 -4.726 0.123
H 3.224 -3.421 -3.071 0.127
H 0.434 -2.345 -3.915 0.118
H 1.561 -2.289 -5.372 0.136
H 2.219 2.068 -3.294 0.098
H 0.378 1.681 -3.358 0.099
H 1.467 0.793 -2.164 0.046
H -5.960 -1.857 -3.727 0.065
H -4.239 -2.526 -3.654 0.042
H -5.541 -3.270 -2.578 0.039
H -3.237 -0.519 -3.350 0.054
H -5.064 -1.035 3.130 0.145
H -5.244 -2.619 2.090 0.131
H -2.778 -1.405 2.663 0.168
H -3.737 1.266 2.830 0.125
H -2.359 1.502 1.627 0.123
H -0.500 2.029 2.564 0.100
H -0.957 2.520 4.346 0.130
H 0.203 -0.194 4.520 0.085
H 1.272 0.704 3.317 0.040
H 1.043 1.421 4.997 0.060
C 6.207 0.603 4.606 0.024
C 6.996 0.781 5.666 0.027
C 6.461 1.309 6.940 -0.384
O 7.180 1.474 7.906 0.118
C 5.019 1.630 6.993 0.029
C 4.230 1.451 5.932 0.026
C 4.765 0.923 4.659 -0.371
O 4.045 0.758 3.690 0.063
H 6.581 0.218 3.666 0.123
H 8.054 0.551 5.645 0.126
H 4.644 2.014 7.933 0.126
H 3.172 1.681 5.954 0.104
C -1.335 5.886 -3.025 0.024
C -0.538 5.341 -2.104 0.019
C 0.882 5.053 -2.393 -0.390
O 1.609 4.553 -1.553 0.083
C 1.387 5.392 -3.741 0.019
C 0.590 5.936 -4.662 0.029
C -0.831 6.225 -4.373 -0.385
O -1.557 6.723 -5.211 0.116
H -2.378 6.103 -2.831 0.124
H -0.891 5.087 -1.112 0.120
H 2.430 5.175 -3.934 0.124
H 0.944 6.190 -5.654 0.127

***

123
Properties=species:S:1:pos:R:3:lowdin_charge:R:1 method="wB97M-V/def2-TZVPD" total_charge=0 homo_lumo_gap_ev=9.25 e_above_lowest_kcal_mol=46.3 lumo_ev=0.1
O -1.243 4.338 2.837 -0.040
H -0.686 5.108 2.717 0.043
H -1.822 4.341 2.075 0.045
O -3.378 2.504 3.386 -0.029
H -3.761 2.513 4.263 0.058
H -2.520 2.915 3.495 0.007
O -1.922 3.390 -1.189 -0.030
H -1.542 4.104 -1.700 -0.007
H -1.207 2.761 -1.087 -0.001
O 0.250 1.074 -3.878 -0.055
H 0.392 1.308 -2.961 -0.016
H -0.702 1.051 -3.975 0.028
O -3.680 0.470 1.492 -0.070
H -3.534 0.986 0.699 -0.018
H -3.474 1.069 2.210 -0.018
C 4.112 3.928 0.480 -0.042
C 3.064 3.019 1.150 -0.455
C 1.830 3.791 1.590 -0.047
O 2.732 1.963 0.223 -0.065
H 3.741 4.403 -0.428 0.060
H 5.006 3.390 0.164 0.080
H 4.316 4.753 1.161 0.084
H 3.533 2.568 2.025 0.118
H 1.067 3.093 1.934 0.059
H 1.402 4.465 0.848 0.068
H 2.150 4.344 2.473 0.092
H 3.569 1.582 -0.052 0.092
C -4.425 0.766 -1.848 -0.069
C -5.232 2.023 -1.440 -0.425
C -6.469 1.569 -0.667 -0.055
O -4.351 2.554 -0.459 -0.107
H -5.052 0.131 -2.473 0.070
H -4.080 0.163 -1.008 0.068
H -3.529 0.987 -2.428 0.068
H -5.405 2.783 -2.201 0.138
H -7.024 0.925 -1.350 0.073
H -7.085 2.395 -0.312 0.074
H -6.311 1.015 0.258 0.080
H -3.498 2.793 -0.830 0.011
C 4.709 -4.284 2.748 -0.043
C 4.776 -3.325 1.576 -0.495
C 3.548 -3.320 0.683 -0.051
O 4.940 -2.046 2.123 -0.063
H 5.497 -4.122 3.484 0.085
H 4.741 -5.336 2.462 0.083
H 3.790 -4.130 3.314 0.078
H 5.641 -3.529 0.945 0.135
H 3.552 -4.221 0.069 0.068
H 3.538 -2.479 -0.009 0.068
H 2.592 -3.256 1.205 0.085
H 5.001 -1.371 1.444 0.092
C 4.081 0.310 5.127 -0.042
C 2.713 -0.264 4.747 -0.471
C 2.140 0.301 3.452 -0.051
O 2.955 -1.647 4.607 -0.069
H 4.242 0.335 6.205 0.075
H 3.931 1.379 4.975 0.063
H 4.933 -0.107 4.590 0.085
H 1.910 -0.182 5.479 0.140
H 2.189 1.389 3.494 0.066
H 1.107 0.004 3.266 0.072
H 2.676 -0.101 2.592 0.076
H 3.486 -1.770 3.817 0.037
C -2.441 -2.157 -2.575 -0.064
C -2.193 -3.443 -3.366 -0.473
C -2.834 -4.669 -2.645 -0.042
O -2.895 -3.198 -4.550 -0.049
H -2.165 -1.275 -3.153 0.076
H -2.047 -2.140 -1.559 0.070
H -3.512 -1.962 -2.515 0.069
H -1.130 -3.644 -3.498 0.124
H -2.450 -4.746 -1.627 0.066
H -2.622 -5.550 -3.251 0.078
H -3.911 -4.522 -2.574 0.077
H -3.818 -3.211 -4.286 0.084
C 0.460 -0.722 -0.784 -0.040
C -0.431 0.499 -0.479 -0.449
C -0.673 0.742 1.026 -0.016
O 0.077 1.612 -1.121 -0.083
H 1.442 -0.522 -0.357 0.071
H 0.506 -0.870 -1.863 0.060
H 0.161 -1.639 -0.277 0.080
H -1.343 0.173 -0.979 0.122
H -1.082 -0.153 1.494 0.082
H -1.397 1.530 1.231 0.064
H 0.212 1.039 1.589 0.046
H 0.899 1.908 -0.722 0.071
C 4.086 -4.193 -3.172 -0.042
C 3.402 -2.924 -3.723 -0.469
C 1.924 -2.925 -3.407 -0.069
O 3.859 -1.758 -3.058 -0.071
H 5.148 -4.198 -3.416 0.077
H 3.581 -5.077 -3.563 0.078
H 3.992 -4.372 -2.101 0.052
H 3.685 -2.820 -4.771 0.135
H 1.447 -2.105 -3.944 0.081
H 1.745 -2.740 -2.348 0.066
H 1.434 -3.871 -3.635 0.074
H 3.570 -0.956 -3.500 0.087
C -2.750 -3.223 2.193 -0.034
C -3.985 -4.136 2.150 -0.500
C -3.719 -5.596 1.834 -0.062
O -4.752 -4.004 3.326 -0.056
H -2.134 -3.234 1.294 0.062
H -2.039 -3.486 2.977 0.081
H -3.042 -2.181 2.319 0.064
H -4.760 -3.809 1.457 0.129
H -3.179 -6.111 2.628 0.083
H -3.109 -5.693 0.936 0.065
H -4.653 -6.113 1.616 0.075
H -5.484 -4.624 3.310 0.083
C 1.259 4.924 -2.071 -0.032
C 0.053 5.827 -1.819 -0.462
C 0.136 7.280 -2.150 -0.054
O -0.981 5.347 -2.692 -0.076
H 2.224 5.397 -1.886 0.074
H 1.309 4.454 -3.054 0.093
H 1.209 4.065 -1.403 0.050
H -0.182 5.673 -0.766 0.132
H -0.770 7.817 -1.869 0.094
H 0.432 7.436 -3.187 0.088
H 1.028 7.684 -1.671 0.082
H -0.717 5.603 -3.579 0.106

***

38
Properties=species:S:1:pos:R:3:lowdin_charge:R:1 method="wB97M-V/def2-TZVPD" total_charge=0 homo_lumo_gap_ev="8.25 / 7.28" e_above_lowest_kcal_mol=2.0 lumo_ev="-0.3 / -1.3" spin_multiplicity=2
Cs 0.013 0.116 0.301 1.048
C -4.194 0.871 -1.266 -0.059
C -3.033 0.379 -1.882 -0.183
N -1.961 1.075 -1.532 -0.094
N -2.399 2.025 -0.679 -0.049
C -3.738 1.922 -0.509 -0.074
B -1.638 3.214 -0.032 -0.737
N -1.871 3.163 1.499 -0.020
C -2.447 3.995 2.396 -0.082
C -2.350 3.419 3.642 -0.065
C -1.684 2.201 3.408 -0.168
N -1.406 2.063 2.125 -0.049
N -0.103 3.214 -0.272 -0.063
C 0.672 4.155 0.317 -0.074
C 1.948 4.039 -0.177 -0.058
C 1.855 2.975 -1.089 -0.184
N 0.625 2.488 -1.147 -0.095
N -2.189 4.489 -0.689 -0.021
C -2.098 4.701 -2.024 -0.078
C -2.637 5.936 -2.289 -0.071
C -3.062 6.403 -1.031 -0.163
N -2.813 5.513 -0.083 0.057
H -5.204 0.517 -1.369 0.090
H -2.923 -0.450 -2.566 0.099
H -4.265 2.620 0.122 0.130
H -2.873 4.927 2.071 0.093
H -2.709 3.823 4.573 0.087
H -1.403 1.436 4.114 0.097
H 0.248 4.850 1.025 0.130
H 2.810 4.633 0.069 0.091
H 2.626 2.533 -1.702 0.100
H -1.642 3.969 -2.671 0.124
H -2.713 6.427 -3.244 0.085
H -3.547 7.332 -0.780 0.094
I 3.250 -2.303 0.740 0.781
C 1.574 -3.409 0.493 -0.643
H 0.925 -3.560 1.340 -0.038
H 1.240 -3.614 -0.511 -0.037

***

15
Properties=species:S:1:pos:R:3:lowdin_charge:R:1 method="wB97M-V/def2-TZVPD" smiles="OC[C@H]1CC=NN1" total_charge=0 homo_lumo_gap_ev=9.12 e_above_lowest_kcal_mol=86.2 lumo_ev=0.6
C -1.431 0.384 0.023 -0.293
C -0.059 0.466 0.652 -0.334
C 0.599 -0.966 0.772 -0.113
C 1.426 -0.884 -0.460 -0.197
H -1.210 -0.217 -1.913 0.223
H -1.769 1.416 -0.461 0.146
H -2.096 0.222 0.938 0.131
H -0.203 0.989 1.616 0.129
H -0.185 -1.709 0.731 0.098
H 1.194 -0.875 1.756 0.143
H 2.011 -1.743 -0.867 0.114
H 0.625 2.011 -0.847 0.121
N 1.755 0.310 -0.856 0.023
N 0.914 1.268 -0.165 -0.045
O -1.572 -0.671 -0.918 -0.146

***

9
Properties=species:S:1:pos:R:3:lowdin_charge:R:1 method="wB97M-V/def2-TZVPD" total_charge=-1 homo_lumo_gap_ev="3.00 / 6.63" e_above_lowest_kcal_mol=50.9 lumo_ev="3.9 / 2.7" spin_multiplicity=3
C 0.280 1.004 -0.261 -0.181
C 1.176 0.261 0.471 -0.269
C -0.800 0.163 -0.474 -0.286
N 0.725 -1.002 0.713 -0.083
N -0.527 -1.027 0.153 -0.713
S -1.600 -2.288 0.289 0.399
H 0.267 2.085 -0.625 0.092
H 2.111 0.483 0.768 0.032
H -1.632 0.322 -1.033 0.009

***

| no. | electronic energy (eV) |
| --- | --- |
| 1 | -54089.173 |
| 2 | -147874.355 |
| 3 | -57992.450 |
| 4 | -34954.423 |
| 5 | -9302.655 |
| 6 | -16971.547 |